Record 1
Computed, not measured: a 2-piece molecular cluster, C22H45FN4O5S overall at a distorted geometry, with wB97M-V/def2-TZVPD.

Calculated values
HOMO energy = -8.987 eV
HOMO-LUMO gap = 9.259 eV
Lowest unoccupied orbital energy = 0.272 eV
SMILES = [H]/N=C(\N)NCCCC[C@H]1C(=O)N[C@](CCF)(CCOCC)[C@]1(C)CCC.CCOS(C)(=O)=O

Each line ends with the Löwdin charge.
Geometry (Å):
C 3.19 -0.83 2.63  -0.24
H -1.00 0.18 3.44  0.14
H 2.74 -0.62 -0.25  0.10
N 0.45 -3.45 -2.52  -0.02
C 0.22 0.53 0.54  -0.08
H 0.81 -1.29 -2.32  0.10
O 0.96 3.08 2.66  -0.24
H 0.73 -3.70 0.85  0.10
O -3.30 4.29 -3.47  -0.26
F -2.12 -0.47 1.23  -0.13
H -2.19 3.27 -5.66  0.09
H 3.28 -1.21 -2.54  0.12
H -0.27 -5.80 4.08  0.07
O -2.10 2.32 -2.50  -0.30
H 2.42 0.96 3.04  0.12
H 2.04 4.12 0.50  0.09
H -0.93 4.52 -5.86  0.08
H 0.79 -1.75 4.38  0.11
O -2.02 4.57 -1.34  -0.29
H -1.76 5.66 -3.77  0.12
C 0.79 -0.07 1.96  -0.29
C 1.27 -2.24 -2.88  -0.24
H -4.88 2.63 -2.04  0.08
H -1.65 0.20 -0.75  0.11
H 2.97 -3.13 1.80  0.16
H 0.11 4.00 0.10  0.06
C -1.41 0.51 0.38  -0.13
C 0.82 -2.48 3.47  -0.14
C -2.39 4.97 -4.33  -0.27
H -0.77 -5.44 2.27  0.08
C 3.12 -2.86 -0.92  -0.20
N 2.26 0.33 2.20  0.07
H -0.58 2.69 4.09  0.14
S -2.71 3.58 -2.13  0.61
H -0.53 4.72 2.44  0.12
H 3.39 -3.03 -3.20  0.11
H -2.99 5.57 -5.02  0.12
H 0.65 -0.01 -0.43  0.10
C 0.97 4.60 0.66  -0.10
C 3.17 -1.61 0.20  -0.16
H 0.56 1.67 0.42  0.12
H 1.78 -3.17 3.63  0.12
H 2.36 -3.70 -0.60  0.09
C 0.23 -2.62 0.84  -0.06
C 2.57 -2.03 1.67  -0.17
H -0.75 -3.52 4.75  0.11
H 4.20 -3.37 -0.90  0.12
H -1.89 1.60 0.49  0.11
H -4.76 4.16 -1.10  0.08
H -2.03 -1.73 -3.85  0.09
H -0.89 3.41 -4.48  0.07
H -0.93 -2.72 0.94  0.09
C -0.22 2.28 3.03  -0.20
C -0.48 -3.48 3.59  -0.24
H 4.33 -1.41 0.36  0.13
C 0.60 4.46 2.28  -0.24
H 0.76 -4.32 -3.01  0.13
C -4.27 3.22 -1.35  -0.12
H -2.90 -3.95 -2.73  0.02
H -4.06 2.64 -0.45  0.07
C 0.96 -1.73 2.00  -0.27
N -1.71 -1.86 -2.85  0.02
C -1.55 3.99 -5.13  -0.08
H 1.26 5.25 2.86  0.13
C 2.85 -2.31 -2.44  -0.19
H 0.45 -2.17 -0.21  0.06
N -1.91 -4.31 -2.62  0.04
C -0.11 -5.06 3.19  -0.14
H 1.04 -5.14 2.89  0.08
H 1.05 5.72 0.32  0.08
C -1.04 -3.21 -2.66  -0.36
H 0.66 0.56 4.25  0.14
H -2.53 -1.74 -2.20  0.08
H 1.11 -2.02 -4.03  0.13
H -1.45 -3.09 3.06  0.10
H -1.07 2.55 2.27  0.11
C 0.06 0.68 3.22  -0.10
O 4.16 -0.86 3.55  -0.05

Record 2
Computed, not measured: a 13-piece molecular cluster, C50H116F12N13O28S12 overall at a distorted geometry, with wB97M-V/def2-TZVPD.

Calculated values
Net charge = +1
HOMO energy = -8.126 eV
HOMO-LUMO gap = 3.133 eV
Lowest unoccupied orbital energy = -4.992 eV

Each line ends with the Löwdin charge.
Geometry (Å):
C -0.20 12.81 0.40  -0.03
S 7.10 -4.39 -10.19  0.55
O -6.92 9.05 2.66  0.18
F 12.43 -5.79 2.66  -0.24
C 3.74 -3.99 -1.10  -0.25
H -10.07 -0.23 4.19  0.13
H -9.77 9.76 2.22  0.18
H 3.10 -5.83 11.16  0.12
N 0.78 10.39 0.82  -0.25
C -0.38 -8.00 10.27  -0.09
H 0.33 8.91 -3.56  0.10
H 11.54 -0.41 -7.52  0.09
N 8.41 -5.16 -9.38  -0.29
O 8.17 4.44 4.18  -0.28
H -8.30 11.44 3.46  0.11
H -10.15 -6.23 6.86  0.08
H 6.45 -7.57 8.22  0.08
H 6.07 -6.36 10.35  0.12
H -1.31 -7.51 10.00  0.08
H 0.83 1.11 -3.66  0.11
C -6.04 -0.31 -12.05  0.05
C 1.12 -0.26 -1.10  -0.10
H -9.59 -6.57 5.26  0.08
O -3.34 -7.07 -12.99  -0.32
N -4.12 -5.73 -11.00  -0.27
O 8.25 6.45 2.06  -0.29
H -0.47 8.73 1.18  0.10
H -10.68 -1.47 2.13  0.12
O -5.53 1.21 -3.65  -0.32
H -0.24 10.38 -2.80  0.08
H 1.55 11.71 -1.73  0.12
H 1.85 -3.04 -1.07  0.11
N 2.02 -4.91 9.61  -0.21
C 5.32 -7.07 9.99  -0.27
H -4.33 0.00 -10.81  0.17
H 4.45 -6.07 8.32  0.12
C 0.48 8.89 0.69  0.01
C 0.33 0.61 1.16  -0.08
H 13.50 -3.07 -4.65  0.11
H 0.09 13.14 1.40  0.07
O -6.93 3.10 -5.93  -0.34
H -14.89 -2.93 8.45  0.12
H 0.28 8.61 -0.35  0.10
H 3.66 -2.79 8.75  0.11
H -12.70 -2.53 3.07  0.13
H 2.25 -1.87 8.10  0.12
H -11.69 -3.99 3.01  0.12
C -14.98 -3.29 7.42  -0.26
C -3.57 -0.01 -12.86  -0.31
H -8.67 7.09 1.67  0.11
C 2.15 -4.10 8.34  -0.11
C -11.28 -1.61 5.24  -0.13
C 2.06 -2.59 10.26  -0.14
N -4.51 -0.44 -11.70  0.11
O 6.56 -6.45 -8.23  -0.32
O 8.50 4.27 0.92  -0.29
O -4.52 3.59 -5.18  -0.31
H 4.88 -7.63 10.81  0.11
H 0.12 -5.64 8.78  0.12
H -4.33 -1.40 -11.45  0.17
C 1.04 -6.08 9.16  -0.09
S -5.88 0.73 -4.99  0.47
C -13.35 -3.10 5.38  -0.07
S -2.74 -6.40 -10.25  0.59
H -1.62 -0.67 -13.61  0.12
C 2.93 1.30 -3.79  -0.14
C 0.92 10.65 2.39  -0.11
C -10.51 -2.05 3.04  -0.11
F 7.06 5.86 0.21  -0.25
C 6.03 -8.06 9.10  -0.10
H -10.90 -7.56 5.84  0.09
H -11.14 -3.93 6.57  0.12
H -16.18 -2.81 5.67  0.08
H 3.51 -7.31 9.05  0.11
H -9.11 12.25 2.18  0.10
N -5.10 1.19 -6.22  -0.28
H -1.55 0.61 -12.46  0.12
H 2.90 -2.57 10.96  0.11
C -15.91 -2.39 6.63  -0.11
S 7.65 5.24 1.59  0.39
C 4.07 -3.92 0.36  -0.11
O 7.49 6.30 -9.49  -0.33
H 2.96 -4.50 7.72  0.12
H -11.11 -5.64 4.08  0.11
C 1.70 -0.72 -3.55  -0.07
S 13.42 -7.04 2.99  0.63
H 3.18 -4.23 0.91  0.07
H 6.88 -8.53 9.59  0.09
H 2.33 10.16 4.11  0.09
H -6.31 -1.08 -12.78  0.11
H 1.94 -0.82 0.69  0.10
H 0.42 -1.10 -1.16  0.13
O -2.95 -7.43 -9.21  -0.30
N -8.94 10.10 1.75  0.12
H -0.62 10.81 -0.66  0.10
S -4.27 -6.92 -11.80  0.40
H 0.36 -6.26 11.17  0.11
H -0.05 10.45 2.83  0.12
O 12.50 -7.98 3.69  -0.32
O 11.21 -1.60 -4.54  0.17
O 13.72 -7.41 1.61  -0.31
C 11.48 -0.19 -6.46  0.03
F -5.09 3.31 -7.44  -0.20
S -5.44 2.79 -5.99  0.57
H 4.65 -4.11 -1.69  0.12
H 2.75 9.77 0.25  0.13
H -0.13 1.44 0.63  0.08
O 6.59 -5.01 -11.36  -0.27
F -5.20 -0.77 -4.87  -0.25
H 1.14 11.71 2.26  0.09
C -13.57 -3.32 6.92  -0.19
H 2.91 9.68 2.48  0.07
H 4.07 -4.57 10.44  0.13
C -8.42 11.43 2.37  0.03
H 12.94 -2.18 -6.98  0.17
C -10.96 -4.12 5.51  -0.10
C -7.85 8.98 1.91  -0.36
H 1.28 -4.32 11.53  0.13
S 7.39 6.74 -12.39  0.60
F 6.05 8.10 -9.21  -0.24
H -12.90 -2.66 7.47  0.11
H -13.82 -3.95 4.88  0.13
C 0.68 -6.95 10.38  -0.25
H -12.04 -0.84 5.11  0.14
H 12.13 0.61 -6.09  0.11
H 10.47 0.21 -6.36  0.11
F 7.99 7.77 -13.46  -0.23
H 1.45 -1.69 10.29  0.12
H -6.23 0.68 -12.44  0.10
F 16.21 -6.45 5.37  -0.23
C 4.13 -6.45 9.30  -0.19
H 1.63 -7.41 10.63  0.11
H 0.43 0.92 2.20  0.08
H -0.42 -8.54 11.22  0.09
C 1.27 -3.94 10.51  -0.07
H -12.39 -5.78 5.30  0.11
H 4.89 -4.59 0.63  0.09
C 1.95 10.74 -1.44  -0.25
H 1.21 10.32 -3.93  0.11
O -4.06 0.66 -13.78  0.14
C 2.13 10.66 0.11  -0.04
C 1.56 0.15 0.35  -0.21
O 8.56 5.84 -12.13  -0.32
H 1.54 -6.54 8.31  0.13
H 11.94 -4.05 -4.86  0.11
H 0.57 0.56 -1.56  0.12
N 14.55 -6.15 3.90  -0.28
F 8.08 -3.39 -10.96  -0.23
H 5.42 -8.88 8.72  0.08
C 3.33 -1.53 -1.72  -0.09
H 1.24 -4.02 7.74  0.13
O -4.81 -8.10 -11.17  -0.29
H 3.70 -1.26 -0.73  0.12
O 6.22 -3.52 -9.41  -0.31
O 6.32 6.18 -13.24  -0.32
H -1.91 -1.09 -12.02  0.10
H -15.47 -4.27 7.46  0.12
H 4.09 1.01 -1.91  0.15
C 0.66 9.85 -3.12  -0.07
H -13.25 -4.31 7.24  0.11
N 12.29 -2.66 -6.37  0.10
O 7.87 -7.46 -10.20  -0.28
F -5.71 -6.33 -12.38  -0.28
O 6.94 2.53 3.03  -0.32
H -1.28 10.85 0.94  0.11
H 2.51 1.63 -1.74  0.12
H 1.25 8.27 1.15  0.11
H -6.99 7.38 0.99  0.11
H -1.09 13.39 0.16  0.08
O -1.49 -6.51 -11.01  -0.29
H -7.54 11.69 1.79  0.11
H -13.78 -2.17 5.01  0.11
H -9.21 -1.65 4.79  0.12
S 7.71 -6.47 -9.15  0.40
H 4.31 -2.94 0.77  0.07
H 0.73 -1.22 -3.52  0.14
S 6.46 6.99 -10.30  0.41
H -11.01 -1.51 6.29  0.14
C 1.64 0.62 -4.21  -0.16
C -11.74 -2.96 3.38  -0.06
H 2.94 10.80 -1.88  0.15
H 2.42 -1.35 -4.06  0.13
H -9.69 -2.69 2.69  0.11
H 4.06 -1.53 -2.52  0.14
O 5.19 6.30 -10.58  -0.32
H -9.95 -3.79 5.26  0.14
H -15.40 -1.44 6.51  0.07
C 12.84 -3.64 -5.32  0.05
C -8.02 7.74 1.08  0.03
H -8.35 8.03 0.09  0.10
S 14.82 -7.13 4.94  0.39
H -6.55 -0.59 -11.13  0.10
F 5.84 4.07 4.43  -0.23
H 3.23 -4.94 -1.25  0.11
H 2.60 11.56 0.50  0.14
C 3.39 -5.40 10.20  -0.04
H 2.41 -3.15 -2.74  0.11
O 14.11 -6.94 6.18  -0.31
F -2.45 -5.13 -9.30  -0.24
C -2.12 -0.28 -12.72  0.02
N -11.85 -3.00 4.91  -0.19
H -9.12 10.30 0.78  0.17
S 7.04 3.95 3.38  0.54
H 11.62 -3.10 -6.98  0.18
C 3.08 0.90 -2.31  -0.11
H -0.10 -8.72 9.50  0.09
H 0.49 13.16 -0.37  0.07
C -10.49 -6.56 5.88  -0.08
C 11.61 -1.47 -5.67  -0.35
N 2.32 -0.40 -2.10  -0.16
N 6.32 4.87 2.21  -0.27
H 1.60 8.79 3.20  0.07
H 2.37 0.88 0.33  0.11
O 1.46 9.61 -1.99  -0.18
O 15.29 -8.49 4.54  -0.33
C 2.73 -2.98 -1.71  -0.16
C 2.58 -2.61 8.82  -0.11
O -7.27 0.26 -5.22  -0.32
C -11.34 -5.54 5.14  -0.23
F 8.81 -6.84 -8.06  -0.24
H 1.38 0.72 -5.26  0.14
C 2.04 9.78 3.13  -0.02
H 0.30 -3.85 10.01  0.13
C -0.46 11.23 0.33  -0.08
N 6.98 7.99 -11.31  -0.26
H -0.27 -0.30 1.11  0.08
H 3.04 2.38 -3.92  0.13
C -10.14 -1.31 4.33  -0.16
H 13.36 -4.41 -5.87  0.11
H 3.73 0.89 -4.40  0.12
H -16.85 -2.18 7.14  0.08